{"formula": "C89H189F6N10O20", "method": "wB97M-V/def2-TZVPD", "max_force_ev_per_a": 4.22, "charge": -1, "homo_ev": -6.494, "molar_mass_g_mol": 1833.5, "species": ["C", "O", "C", "C", "N", "H", "H", "C", "C", "O", "C", "H", "H", "H", "H", "H", "H", "H", "H", "H", "H", "H", "H", "H", "H", "C", "O", "C", "C", "N", "H", "H", "C", "C", "O", "C", "H", "H", "H", "H", "H", "H", "H", "H", "H", "H", "H", "H", "H", "H", "C", "O", "O", "C", "F", "F", "F", "C", "C", "H", "H", "H", "H", "H", "H", "C", "O", "O", "C", "F", "F", "F", "C", "C", "H", "H", "H", "H", "H", "H", "N", "O", "O", "O", "C", "C", "O", "C", "H", "H", "H", "H", "H", "H", "C", "C", "O", "C", "H", "H", "H", "H", "H", "H", "C", "C", "C", "C", "C", "C", "N", "O", "C", "C", "C", "H", "H", "H", "H", "H", "H", "H", "H", "H", "H", "H", "H", "H", "H", "H", "H", "H", "H", "H", "C", "C", "C", "C", "C", "C", "N", "O", "C", "C", "C", "H", "H", "H", "H", "H", "H", "H", "H", "H", "H", "H", "H", "H", "H", "H", "H", "H", "H", "H", "C", "C", "C", "C", "C", "C", "N", "O", "C", "C", "C", "H", "H", "H", "H", "H", "H", "H", "H", "H", "H", "H", "H", "H", "H", "H", "H", "H", "H", "H", "C", "C", "C", "C", "C", "C", "N", "O", "C", "C", "C", "H", "H", "H", "H", "H", "H", "H", "H", "H", "H", "H", "H", "H", "H", "H", "H", "H", "H", "H", "C", "C", "C", "C", "C", "C", "N", "O", "C", "C", "C", "H", "H", "H", "H", "H", "H", "H", "H", "H", "H", "H", "H", "H", "H", "H", "H", "H", "H", "H", "C", "C", "C", "C", "C", "C", "N", "O", "C", "C", "C", "H", "H", "H", "H", "H", "H", "H", "H", "H", "H", "H", "H", "H", "H", "H", "H", "H", "H", "H", "C", "C", "C", "C", "C", "C", "N", "O", "C", "C", "C", "H", "H", "H", "H", "H", "H", "H", "H", "H", "H", "H", "H", "H", "H", "H", "H", "H", "H", "H"], "xyz": [[-37.431, -8.358, 2.364], [-36.074, -8.603, 1.927], [-35.322, -9.374, 2.845], [-34.058, -9.786, 2.226], [-33.037, -8.757, 2.313], [-33.003, -8.372, 3.256], [-31.679, -9.540, 2.040], [-33.062, -7.720, 1.304], [-34.194, -6.671, 1.273], [-33.756, -5.400, 0.831], [-34.430, -4.797, -0.231], [-37.922, -9.142, 2.939], [-37.934, -8.183, 1.436], [-37.444, -7.439, 3.012], [-35.996, -10.225, 3.041], [-35.167, -8.787, 3.764], [-34.183, -10.054, 1.164], [-33.699, -10.607, 2.745], [-33.086, -8.202, 0.302], [-32.152, -7.135, 1.302], [-34.746, -6.474, 2.224], [-34.988, -7.044, 0.639], [-35.099, -4.003, 0.094], [-34.976, -5.587, -0.811], [-33.780, -4.242, -0.926], [-29.778, -15.360, 3.188], [-29.837, -14.236, 4.090], [-30.390, -13.018, 3.422], [-30.730, -12.099, 4.567], [-31.435, -12.805, 5.634], [-32.622, -13.508, 4.653], [-30.994, -13.620, 6.019], [-31.884, -11.993, 6.715], [-30.884, -11.010, 7.249], [-29.764, -11.666, 7.759], [-28.788, -10.799, 8.339], [-30.789, -15.592, 2.713], [-29.588, -16.231, 3.819], [-29.044, -15.271, 2.320], [-31.230, -13.442, 2.888], [-29.656, -12.508, 2.751], [-31.231, -11.246, 4.101], [-29.776, -11.619, 4.881], [-32.189, -12.725, 7.462], [-32.711, -11.302, 6.495], [-31.438, -10.399, 8.025], [-30.548, -10.230, 6.559], [-29.164, -9.999, 8.941], [-28.156, -10.418, 7.515], [-28.159, -11.340, 9.034], [-30.748, -9.922, 0.376], [-31.882, -10.398, -0.230], [-30.846, -10.107, 1.756], [-29.544, -10.676, -0.119], [-29.740, -12.006, -0.411], [-29.115, -10.197, -1.272], [-28.579, -10.674, 0.830], [-32.008, -9.962, -1.586], [-33.329, -10.441, -2.122], [-33.675, -9.868, -2.987], [-33.308, -11.460, -2.424], [-34.082, -10.280, -1.321], [-31.195, -10.267, -2.293], [-32.055, -8.868, -1.549], [-30.538, -8.904, 0.143], [-34.056, -14.774, 4.957], [-34.556, -13.907, 5.922], [-33.236, -14.147, 4.100], [-33.291, -15.920, 5.676], [-32.336, -15.550, 6.617], [-34.151, -16.764, 6.276], [-32.580, -16.582, 4.758], [-35.401, -12.851, 5.448], [-36.066, -12.195, 6.642], [-36.973, -11.639, 6.336], [-36.513, -13.043, 7.237], [-35.400, -11.631, 7.353], [-36.216, -13.335, 4.747], [-34.726, -12.244, 4.810], [-34.908, -15.269, 4.462], [-32.777, -7.617, 5.967], [-32.858, -6.701, 5.084], [-32.346, -7.456, 7.099], [-33.146, -8.749, 5.560], [-33.977, -5.049, 9.348], [-34.944, -6.155, 9.602], [-36.110, -5.928, 9.833], [-34.457, -7.546, 9.571], [-33.350, -4.845, 10.251], [-34.554, -4.149, 9.160], [-33.333, -5.205, 8.479], [-35.315, -8.133, 9.272], [-34.189, -7.748, 10.596], [-33.618, -7.838, 8.939], [-29.177, -7.470, 4.699], [-29.089, -6.747, 6.015], [-28.447, -7.209, 6.948], [-29.767, -5.402, 6.054], [-29.351, -6.870, 3.784], [-30.122, -8.103, 4.640], [-28.353, -8.175, 4.585], [-29.437, -5.014, 6.994], [-30.835, -5.602, 5.897], [-29.495, -4.799, 5.225], [-29.592, -15.032, -0.604], [-28.448, -15.800, -1.288], [-28.139, -15.107, -2.625], [-27.495, -13.734, -2.452], [-26.174, -13.976, -1.777], [-26.391, -14.633, -0.343], [-27.209, -15.871, -0.532], [-27.556, -16.275, 0.817], [-25.081, -15.211, 0.210], [-26.892, -13.631, 0.650], [-28.908, -17.252, -1.606], [-29.272, -14.144, -0.174], [-29.975, -15.553, 0.192], [-30.369, -14.843, -1.308], [-27.535, -15.673, -3.329], [-29.092, -15.025, -3.129], [-28.241, -13.174, -1.910], [-27.305, -13.225, -3.370], [-25.436, -13.177, -1.718], [-25.616, -14.809, -2.294], [-25.407, -15.737, 1.089], [-24.843, -15.948, -0.538], [-24.339, -14.399, 0.485], [-26.893, -12.650, 0.128], [-27.847, -13.801, 1.120], [-26.168, -13.527, 1.465], [-29.530, -17.355, -2.479], [-29.471, -17.682, -0.794], [-28.041, -17.859, -1.766], [-27.133, -17.089, 0.986], [-25.151, -21.582, 3.301], [-25.683, -20.195, 3.676], [-26.163, -19.481, 2.427], [-27.402, -20.125, 1.820], [-28.544, -19.949, 2.788], [-28.153, -20.641, 4.135], [-26.775, -20.160, 4.583], [-26.396, -20.785, 5.859], [-29.169, -20.198, 5.252], [-28.373, -22.137, 3.929], [-24.564, -19.377, 4.252], [-24.864, -22.097, 4.181], [-24.206, -21.466, 2.725], [-25.730, -22.252, 2.648], [-26.364, -18.447, 2.630], [-25.288, -19.519, 1.740], [-27.196, -21.134, 1.559], [-27.634, -19.635, 0.869], [-29.413, -20.462, 2.387], [-28.728, -18.860, 2.934], [-29.089, -19.138, 5.465], [-30.169, -20.380, 4.896], [-29.016, -20.772, 6.145], [-29.434, -22.366, 3.594], [-27.807, -22.515, 3.012], [-28.113, -22.762, 4.785], [-24.577, -19.597, 5.281], [-24.671, -18.308, 4.037], [-23.583, -19.668, 3.926], [-26.639, -19.996, 6.411], [-27.337, -9.131, 11.551], [-26.237, -8.286, 10.805], [-25.255, -7.446, 11.639], [-24.122, -8.218, 12.191], [-23.382, -9.064, 11.144], [-24.352, -9.979, 10.424], [-25.392, -9.033, 9.915], [-26.282, -9.870, 9.156], [-23.675, -10.661, 9.158], [-24.928, -11.127, 11.206], [-26.956, -7.271, 9.858], [-27.810, -9.637, 10.733], [-28.126, -8.503, 11.956], [-26.998, -9.898, 12.281], [-24.872, -6.767, 10.844], [-25.836, -6.804, 12.392], [-24.356, -8.796, 13.086], [-23.454, -7.455, 12.552], [-22.628, -9.617, 11.702], [-22.784, -8.507, 10.410], [-22.712, -11.087, 9.435], [-24.262, -11.429, 8.703], [-23.348, -9.861, 8.464], [-24.270, -12.025, 11.248], [-25.255, -10.909, 12.254], [-25.776, -11.480, 10.651], [-27.866, -7.656, 9.358], [-26.245, -6.862, 9.127], [-27.368, -6.452, 10.453], [-26.098, -9.507, 8.293], [-26.857, -10.339, 3.721], [-25.585, -9.593, 4.088], [-24.939, -9.175, 2.822], [-23.810, -8.202, 3.082], [-24.322, -6.944, 3.777], [-24.947, -7.402, 5.094], [-26.046, -8.414, 4.829], [-26.487, -8.858, 6.088], [-23.993, -7.936, 6.096], [-25.660, -6.105, 5.609], [-24.659, -10.587, 4.837], [-26.665, -11.307, 3.229], [-27.548, -9.757, 3.049], [-27.388, -10.623, 4.582], [-24.618, -10.118, 2.405], [-25.674, -8.735, 2.124], [-23.412, -7.824, 2.124], [-22.957, -8.567, 3.685], [-25.120, -6.597, 3.091], [-23.617, -6.121, 3.928], [-23.086, -8.363, 5.596], [-23.476, -7.071, 6.609], [-24.358, -8.542, 6.889], [-26.360, -5.821, 4.865], [-26.199, -6.148, 6.569], [-24.922, -5.301, 5.742], [-25.063, -10.744, 5.830], [-23.636, -10.302, 4.969], [-24.735, -11.570, 4.423], [-27.285, -8.347, 6.364], [-25.765, -15.693, 4.142], [-26.108, -15.286, 5.627], [-26.624, -13.875, 5.595], [-27.320, -13.447, 6.787], [-28.428, -14.433, 7.242], [-27.819, -15.825, 7.489], [-27.187, -16.219, 6.186], [-26.672, -17.527, 6.270], [-26.845, -15.839, 8.758], [-28.976, -16.724, 7.738], [-24.807, -15.411, 6.402], [-26.552, -16.111, 3.496], [-25.010, -16.493, 4.155], [-25.349, -14.862, 3.581], [-25.817, -13.155, 5.446], [-27.315, -13.811, 4.757], [-27.884, -12.565, 6.440], [-26.609, -13.197, 7.576], [-29.219, -14.474, 6.495], [-28.917, -14.102, 8.148], [-27.468, -15.893, 9.623], [-26.367, -16.831, 8.841], [-26.184, -15.029, 8.842], [-29.666, -16.191, 8.342], [-29.507, -16.994, 6.840], [-28.709, -17.634, 8.344], [-23.868, -15.150, 5.903], [-24.732, -16.438, 6.836], [-24.829, -14.745, 7.286], [-27.007, -18.079, 5.513], [-32.208, -10.545, 13.782], [-31.785, -10.324, 12.277], [-30.483, -11.011, 11.996], [-30.588, -12.487, 11.871], [-31.578, -12.850, 10.750], [-33.014, -12.253, 11.077], [-32.821, -10.800, 11.339], [-34.047, -10.221, 11.662], [-33.873, -12.399, 9.848], [-33.691, -12.940, 12.221], [-31.663, -8.793, 12.036], [-33.231, -10.523, 13.951], [-31.644, -9.716, 14.273], [-31.764, -11.463, 14.169], [-30.102, -10.696, 10.973], [-29.677, -10.836, 12.698], [-30.919, -13.036, 12.725], [-29.635, -12.909, 11.580], [-31.698, -13.939, 10.610], [-31.133, -12.408, 9.857], [-34.147, -13.439, 9.683], [-34.763, -11.746, 10.033], [-33.436, -11.995, 8.930], [-33.025, -13.000, 13.127], [-34.493, -12.276, 12.359], [-34.007, -13.961, 11.957], [-30.821, -8.457, 12.694], [-32.569, -8.262, 12.225], [-31.401, -8.714, 10.996], [-34.221, -9.659, 10.849], [-35.453, -18.325, 0.653], [-34.908, -16.998, 0.003], [-35.692, -16.733, -1.322], [-35.193, -15.487, -1.983], [-35.340, -14.299, -1.117], [-34.717, -14.568, 0.323], [-35.221, -15.807, 0.866], [-34.799, -15.959, 2.188], [-33.210, -14.330, 0.266], [-35.304, -13.354, 1.210], [-33.385, -17.164, -0.405], [-35.739, -19.052, -0.091], [-36.432, -18.187, 1.158], [-34.800, -18.782, 1.379], [-35.477, -17.640, -1.902], [-36.786, -16.669, -1.166], [-35.690, -15.441, -3.022], [-34.145, -15.541, -2.285], [-36.415, -14.002, -0.990], [-34.835, -13.471, -1.580], [-32.566, -14.573, 1.147], [-32.771, -14.757, -0.678], [-33.096, -13.225, 0.044], [-35.408, -12.441, 0.625], [-36.305, -13.634, 1.474], [-34.597, -13.144, 1.984], [-33.126, -18.204, -0.604], [-32.806, -17.062, 0.589], [-33.116, -16.531, -1.283], [-34.203, -15.180, 2.330]]}